w) The following is a DFT calculation (the ωB97M-V functional and the def2-TZVPD basis) of HI3OP as an isolated structure.

Geometry as ORCA input:
```
! wB97M-V def2-TZVPD RIJCOSX def2/J DEFGRID3
* xyz 1 1
O 0.9474 1.3040 -0.4029
P 0.9507 0.4063 0.8525
I 2.3698 -1.3669 0.1023
I -1.5066 -1.5609 0.1472
I -4.0847 -1.0145 -0.1774
H 1.3233 2.2321 -0.5218
*
```

The orbital gap comes out at 6.2 eV. For the HOMO energy, the calculation gives -0.4830 hartree.



x) The following is a DFT calculation (the ωB97M-V functional and the def2-TZVPD basis) of HI3OP as an isolated structure.

Geometry as ORCA input:
```
! wB97M-V def2-TZVPD RIJCOSX def2/J DEFGRID3
* xyz 1 1
O 1.4562 -0.0345 -0.4256
P 0.7763 -0.7134 0.7844
I -0.1200 -2.5847 -0.2604
I -2.2252 0.2596 0.8494
I -2.1542 2.5691 -0.5034
H 2.2668 0.5039 -0.4444
*
```

The orbital gap comes out at 6.8 eV. For the HOMO energy, the calculation gives -0.4867 hartree.



It is x) that is most stable; the runner-up trails by 0.0077 hartree.